134
Properties=species:S:1:pos:R:3:forces:R:3 method="wB97M-V/def2-TZVPD" total_energy_ev=-117219.1111 charge=+1 spin_multiplicity=1 molar_mass_g_mol=1077.171 e_above_lowest_ev=0.0000 homo_energy_ev=-8.84 homo_lumo_gap_ev=7.003
Rh -0.8379 -0.6247 -0.4604 0.0 -0.6 0.2
C 1.7095 -0.6109 2.1930 0.0 0.0 0.1
Si 1.3064 -0.3980 0.3605 0.0 0.0 -0.2
C 2.4156 -1.6438 -0.6002 0.1 0.0 0.0
C 3.8047 -1.6593 -0.7476 0.0 0.0 0.0
C 4.4398 -2.6182 -1.5251 0.0 0.0 0.0
C 3.7020 -3.5999 -2.1751 0.0 0.0 0.0
C 2.3249 -3.6319 -2.0240 0.0 0.0 0.0
C 1.7019 -2.6651 -1.2427 -0.1 0.0 0.0
P -0.0666 -2.6649 -0.8111 0.0 0.3 0.1
C -0.0323 -3.8266 0.6243 0.1 -0.1 0.0
C 0.4961 -5.1129 0.4953 0.0 0.0 0.0
C 0.5455 -5.9702 1.5805 0.0 0.0 0.0
C 0.0700 -5.5543 2.8208 0.0 0.0 0.0
C -0.4396 -4.2754 2.9683 0.0 0.0 0.0
C -0.4831 -3.4172 1.8735 0.1 0.0 0.0
C -0.9155 -3.6684 -2.0798 0.0 0.0 0.0
C -0.8430 -3.2237 -3.3977 0.0 -0.1 0.0
C -1.5492 -3.8622 -4.4014 0.0 0.0 0.0
C -2.3600 -4.9494 -4.0988 0.0 0.0 0.0
C -2.4480 -5.3953 -2.7905 0.0 0.0 0.0
C -1.7265 -4.7597 -1.7860 0.0 -0.1 0.0
C 2.0603 1.3142 -0.0456 -0.1 0.1 0.1
C 3.3983 1.5716 0.2636 0.0 0.0 0.1
C 4.0421 2.7364 -0.1227 0.0 0.0 0.0
C 3.3500 3.6926 -0.8480 0.0 0.0 0.0
C 2.0076 3.4976 -1.1263 0.0 0.0 0.0
C 1.3536 2.3360 -0.7014 0.0 -0.1 -0.1
P -0.4232 2.1763 -1.0452 0.1 0.3 0.0
C -0.6624 1.1780 -2.5131 0.1 0.1 -0.1
C 0.4348 0.5690 -3.1261 0.1 0.1 -0.2
C 0.2856 -0.0278 -4.3691 0.0 0.0 0.0
C -0.9547 -0.0430 -4.9912 0.0 0.0 0.0
C -2.0555 0.5396 -4.3755 0.1 0.0 0.0
C -1.9041 1.1672 -3.1515 -0.1 -0.2 0.1
C -0.8960 3.8663 -1.5673 0.0 -0.1 -0.1
C -0.7580 4.9198 -0.6630 0.0 0.0 0.0
C -1.0655 6.2185 -1.0252 0.0 0.0 0.0
C -1.5229 6.4953 -2.3072 0.0 0.0 0.0
C -1.6375 5.4660 -3.2264 0.0 0.0 0.0
C -1.3099 4.1649 -2.8649 0.0 0.0 0.0
H 2.7678 -0.4319 2.4006 0.0 0.0 0.0
H 1.4799 -1.6239 2.5277 0.0 0.0 0.0
H 1.1312 0.0902 2.8024 0.0 0.0 0.0
H 4.4192 -0.9061 -0.2715 0.0 0.0 0.0
H 5.5167 -2.5944 -1.6344 0.0 0.0 0.0
H 4.1985 -4.3373 -2.7927 0.0 0.0 0.0
H 1.7405 -4.3963 -2.5240 0.0 0.0 0.0
H 0.8758 -5.4476 -0.4624 0.0 0.0 0.0
H 0.9595 -6.9632 1.4642 0.0 0.0 0.0
H 0.1142 -6.2245 3.6694 0.0 0.0 0.0
H -0.7857 -3.9349 3.9369 0.0 0.0 0.0
H -0.8294 -2.3956 1.9803 0.0 0.0 0.1
H -0.2293 -2.3670 -3.6342 0.0 0.0 0.0
H -1.4745 -3.5088 -5.4223 0.0 0.0 0.0
H -2.9190 -5.4460 -4.8812 0.0 0.0 0.0
H -3.0721 -6.2455 -2.5467 0.0 0.0 0.0
H -1.8010 -5.1309 -0.7721 0.0 0.0 0.0
H 3.9597 0.8384 0.8297 0.0 0.0 0.0
H 5.0839 2.8900 0.1285 0.0 0.0 0.0
H 3.8418 4.5951 -1.1859 0.0 0.0 0.0
H 1.4856 4.2659 -1.6762 0.0 0.0 0.0
H 1.4097 0.5952 -2.6561 0.0 0.0 0.0
H 1.1427 -0.4866 -4.8454 0.0 0.0 0.0
H -1.0676 -0.5138 -5.9597 0.0 0.0 0.0
H -3.0260 0.5186 -4.8529 0.0 0.0 0.0
H -2.7619 1.6270 -2.6760 0.0 0.0 0.0
H -0.4031 4.7245 0.3348 0.0 0.0 0.0
H -0.9374 7.0222 -0.3104 0.0 0.0 0.0
H -1.7656 7.5108 -2.5915 0.0 0.0 0.0
H -1.9659 5.6707 -4.2367 0.0 0.0 0.0
H -1.3672 3.3938 -3.6176 0.0 0.0 0.0
N -1.3148 1.6154 0.1820 0.2 -0.1 -0.1
P -2.1744 2.2338 1.3825 -0.1 0.1 0.2
N -3.6608 2.8296 0.9914 -0.1 -0.1 -0.1
C -3.8038 4.0672 0.1942 0.0 0.0 0.0
C -5.2777 4.3532 -0.0392 0.0 0.1 0.0
C -5.8555 3.2951 -0.9793 0.0 0.0 0.0
C -5.3240 1.8954 -0.6124 -0.1 0.0 0.0
C -4.7708 1.8615 0.8030 0.0 0.1 0.1
N -2.4356 1.0918 2.5341 -0.1 0.0 -0.1
C -3.2620 1.5125 3.6852 -0.1 0.0 0.0
C -2.9084 0.6969 4.9186 0.0 0.0 0.0
C -3.2307 -0.7878 4.7075 0.0 0.0 0.0
C -3.1010 -1.1560 3.2247 -0.1 0.0 0.0
C -2.0270 -0.3135 2.5558 0.1 0.1 0.1
N -1.3918 3.5077 2.0954 0.1 0.2 -0.1
C 0.0119 3.2448 2.4958 0.0 0.0 0.0
C 0.5601 4.3795 3.3586 0.0 0.0 0.0
C 0.1754 5.7375 2.7808 0.0 0.0 0.0
C -1.3597 5.8887 2.7344 0.0 0.0 0.0
C -2.0489 4.5403 2.9107 0.0 -0.1 0.1
H -3.3096 3.9665 -0.7774 0.0 0.0 0.0
H -3.3160 4.8927 0.7116 0.0 0.0 0.0
H -5.3857 5.3511 -0.4660 0.0 0.0 0.0
H -5.8044 4.3607 0.9182 0.0 0.0 0.0
H -5.5595 3.5395 -2.0025 0.0 0.0 0.0
H -6.9455 3.3199 -0.9568 0.0 0.0 0.0
H -4.5436 1.5712 -1.2984 0.1 0.0 0.0
H -6.1142 1.1455 -0.6844 0.0 0.0 0.0
H -4.4135 0.8601 1.0421 0.0 0.0 -0.1
H -5.5654 2.1010 1.5165 0.0 0.0 0.0
H -4.3275 1.3961 3.4522 0.0 0.0 0.0
H -3.0998 2.5657 3.8859 0.0 0.1 0.0
H -3.4528 1.0957 5.7754 0.0 0.0 0.0
H -1.8451 0.8349 5.1323 0.0 0.0 0.0
H -4.2386 -1.0119 5.0611 0.0 0.0 0.0
H -2.5484 -1.3965 5.3040 0.0 0.0 0.0
H -4.0505 -0.9955 2.7027 0.0 0.0 0.0
H -2.8597 -2.2142 3.1203 0.0 0.0 0.0
H -1.8118 -0.6379 1.5313 -0.1 0.0 0.0
H -1.0881 -0.4132 3.1170 0.0 0.0 0.0
H 0.6316 3.1482 1.6012 0.0 0.0 0.0
H 0.0776 2.2898 3.0318 0.0 0.0 0.0
H 1.6438 4.2685 3.4128 0.0 0.0 0.0
H 0.1898 4.2948 4.3827 0.0 0.0 0.0
H 0.6032 5.8278 1.7793 0.0 0.0 0.0
H 0.6216 6.5395 3.3684 0.0 0.0 0.0
H -1.6791 6.3436 1.7947 0.0 0.0 0.0
H -1.7026 6.5488 3.5334 0.0 0.0 0.0
H -3.1030 4.5886 2.6483 0.0 0.0 0.0
H -2.0079 4.2571 3.9678 0.0 0.0 0.0
S -3.1230 -1.0297 -1.3648 -0.1 0.4 0.0
C -3.9044 -2.2312 -0.4936 -0.3 -0.5 0.1
N -3.2239 -2.9741 0.4128 0.1 0.1 0.1
C -3.7119 -4.0320 1.1025 -0.1 0.0 0.0
C -5.0045 -4.4107 0.9375 0.1 0.1 -0.1
C -5.7911 -3.6552 0.0323 -0.1 -0.2 0.1
C -5.2715 -2.6055 -0.6598 0.3 0.2 -0.1
H -2.2538 -2.6905 0.5567 -0.1 0.0 -0.1
H -3.0115 -4.5175 1.7693 0.0 0.0 0.0
H -5.4040 -5.2516 1.4816 0.0 0.0 0.0
H -6.8300 -3.9239 -0.1128 0.0 0.0 0.0
H -5.8608 -2.0369 -1.3645 0.0 0.0 0.0